(1)
C23H20N8OPdSe as an isolated structure at a distorted geometry. Source: the OMol25 dataset; level of theory: wB97M-V/def2-TZVPD.

Its net charge is +2. The spin multiplicity is 5. The LUMO energy (spin up / spin down) comes out at -7.06 / -9.29 eV. The HOMO-LUMO gap (spin up / spin down) comes out at 0.20779 / 0.18250 Ha.

Geometry (Å):
H: 4.377 -2.755 4.197
C: -0.992 1.130 -4.023
N: 2.220 -1.195 1.408
H: 0.405 -4.147 -2.249
C: -2.814 -2.967 0.339
H: -2.760 -4.398 -1.243
C: -0.836 1.547 -1.643
C: -0.832 3.796 0.297
C: -0.872 4.684 1.356
C: -2.347 1.450 -3.996
C: 3.457 -3.032 2.267
N: -2.591 -1.235 1.979
H: -1.220 -4.459 -2.900
H: 0.805 0.904 -2.878
N: -0.993 -1.422 0.336
C: -0.253 1.146 -2.863
H: -0.522 0.869 -4.958
H: -0.382 -2.926 -3.251
C: 3.323 -1.018 3.556
H: 1.052 3.017 3.609
H: 3.547 -0.410 4.415
H: -4.000 2.038 -2.770
C: 2.682 -2.438 1.291
H: -2.689 2.103 -0.693
Se: 3.188 0.069 -1.654
H: -0.278 5.095 3.376
H: 3.801 -4.046 2.140
H: -1.308 4.047 -0.640
C: -2.290 -3.551 -0.767
C: 3.779 -2.303 3.420
N: -1.146 -3.097 -1.324
N: 1.360 1.210 1.622
H: -3.727 -3.332 0.776
C: -0.227 4.397 2.556
Pd: 1.078 0.004 0.124
C: -2.214 1.854 -1.630
N: -0.044 1.615 -0.533
C: 2.528 -0.456 2.531
H: -3.432 -1.563 2.429
C: 0.521 3.237 2.697
C: -2.948 1.801 -2.793
N: 4.050 2.847 -2.139
C: 3.705 1.770 -1.936
C: -0.557 -3.697 -2.501
C: -2.124 -1.856 0.902
N: 2.033 0.772 2.632
H: -2.932 1.410 -4.902
H: -2.105 -0.448 2.378
C: -0.502 -2.025 -0.762
H: 2.408 -2.972 0.388
C: 0.604 2.343 1.632
H: -1.405 5.616 1.247
O: 0.556 -1.604 -1.277
C: -0.138 2.580 0.424

=====

(2)
C23H21AsCl3N2O2PdS6 as an isolated structure at a distorted geometry. Source: the OMol25 dataset; level of theory: wB97M-V/def2-TZVPD.

The energy above the lowest of the compared OMol25 structures with the same formula, charge and spin is 1.518 eV. Its net charge is -1. The spin multiplicity is 3. The LUMO energy (spin up / spin down) comes out at 2.02 / 0.87 eV. The HOMO-LUMO gap (spin up / spin down) comes out at 0.21978 / 0.19392 Ha.

Geometry (Å):
C: 6.899 -0.918 5.561
S: 2.319 2.613 2.506
H: 5.044 -5.050 7.019
H: 3.534 -3.190 -0.380
H: 3.658 -3.668 5.498
N: 2.239 -3.503 1.295
H: -2.408 -2.521 0.068
C: 5.365 -4.855 6.008
C: 1.401 -2.594 -0.510
S: 0.062 -0.130 2.683
C: -3.025 -1.707 1.987
H: -3.316 1.667 0.107
C: -2.685 -1.639 0.636
Pd: -0.611 -0.411 0.339
C: -3.429 -0.565 2.663
C: 6.559 -5.380 5.541
C: -3.559 0.646 1.991
C: 2.548 -3.097 0.025
H: -3.618 -0.609 3.724
S: 1.357 0.752 -0.430
H: 2.535 -4.608 3.005
H: 4.621 -2.551 2.148
C: 4.590 -4.092 5.155
H: 1.223 -2.180 -1.488
H: 7.476 -1.028 6.457
H: 7.917 -5.540 3.889
As: 0.751 1.585 1.516
H: 0.411 -3.393 2.402
H: 3.035 -0.283 4.284
H: 3.758 -4.848 1.729
C: -3.656 -0.582 -2.593
S: -0.869 2.945 1.167
Cl: 6.740 -4.090 1.798
C: 6.984 -5.137 4.246
H: -3.912 -1.620 -2.411
C: -3.243 0.730 0.645
O: -1.262 -1.393 -1.917
S: 7.715 -0.646 4.066
Cl: 7.535 -6.359 6.577
C: 5.554 -0.944 5.408
C: 3.705 -0.826 3.613
H: -3.851 1.542 2.518
H: -2.929 -2.651 2.508
C: -2.792 -0.409 -0.025
N: 0.395 -2.683 0.412
C: 3.127 -4.110 2.235
C: 0.929 -3.220 1.478
S: -2.086 -0.198 -1.671
C: 5.131 -0.741 4.069
C: 6.196 -0.568 3.232
O: 3.239 -2.168 3.633
Cl: 6.133 -0.248 1.553
H: 4.865 -1.081 6.221
H: -4.441 0.081 -2.253
H: 3.608 -0.396 2.607
C: 6.189 -4.371 3.409
H: -3.451 -0.436 -3.647
C: 4.047 -3.074 2.924
C: 4.980 -3.837 3.845

=====

(3)
C23H21BN5O3S2Sr as an isolated structure at a distorted geometry. Source: the OMol25 dataset; level of theory: wB97M-V/def2-TZVPD.

The energy above the lowest of the compared OMol25 structures with the same formula, charge and spin is 0.591 eV. Its net charge is -1. The spin multiplicity is 1. The LUMO energy comes out at 1.84 eV. The HOMO-LUMO gap comes out at 0.24493 Ha.

Geometry (Å):
H: 3.360 -1.731 -3.498
S: -2.006 -3.625 -3.945
C: 3.513 0.148 -0.680
H: -2.037 4.683 -3.862
H: -1.334 -0.208 -4.314
C: -1.936 -3.176 0.003
H: 0.057 -0.847 2.545
N: 1.488 0.783 0.565
B: -2.079 3.546 -4.314
H: 5.316 0.740 0.294
S: -2.276 -3.717 2.421
O: -1.153 1.071 0.875
H: -2.755 -5.081 -2.112
C: -2.826 2.934 4.213
C: -2.221 2.482 3.050
C: -0.780 -1.145 -4.373
C: -0.759 2.551 5.397
C: -0.341 1.484 1.764
C: -2.318 -4.122 -2.345
H: -3.238 3.174 -4.480
C: -0.142 2.132 4.216
H: -0.824 -1.519 -5.394
H: -2.776 2.420 2.122
C: -1.907 -3.159 -1.493
N: -1.229 -2.186 0.695
H: 5.813 -1.652 -3.216
Sr: -0.266 0.041 -0.974
H: -0.160 2.578 6.299
C: -2.083 2.951 5.393
C: -1.340 -2.161 -3.406
C: -0.890 2.068 3.027
C: -2.567 -4.077 0.783
C: -1.328 -2.376 1.986
C: -1.415 2.547 -3.238
C: 2.922 -0.543 -1.782
C: 4.904 0.195 -0.551
H: -0.148 -2.113 3.761
C: 5.754 -0.432 -1.443
C: 2.750 0.810 0.414
H: 1.465 1.744 3.331
H: -1.428 3.452 -5.351
H: -3.181 -4.912 0.481
H: 6.827 -0.380 -1.319
O: 1.161 1.814 4.282
H: 0.257 -0.932 -4.101
H: -3.859 3.259 4.203
O: 1.634 -0.589 -1.953
H: -1.404 -0.884 3.531
C: 3.807 -1.191 -2.671
C: 5.176 -1.136 -2.506
N: -1.357 -2.040 -2.096
N: 0.989 1.414 1.739
C: -0.667 -1.505 3.019
H: 3.342 1.332 1.170
N: -0.965 1.800 -2.477
H: -2.539 3.288 6.317

=====

(4)
C23H21Br2Cl2EuF5N6O5S3 as an isolated structure at a distorted geometry. Source: the OMol25 dataset; level of theory: wB97M-V/def2-TZVPD.

The energy above the lowest of the compared OMol25 structures with the same formula, charge and spin is 4.750 eV. The spin multiplicity is 8. The LUMO energy (spin up / spin down) comes out at -0.90 / -0.91 eV. The HOMO-LUMO gap (spin up / spin down) comes out at 0.10257 / 0.17625 Ha.

Geometry (Å):
C: 4.981 -0.686 0.262
N: 2.683 -0.956 0.268
Br: 1.689 -0.109 -2.899
S: 4.815 -2.384 0.482
H: -5.263 -0.107 -1.789
O: -3.143 3.029 2.239
H: -4.779 -2.423 -1.368
H: -5.216 -1.786 1.477
Eu: 0.384 0.035 0.131
C: -1.491 2.074 0.763
H: -2.744 -2.831 -0.020
S: -0.443 -2.259 -1.099
C: -3.206 -2.181 0.732
N: -5.235 -1.887 -0.625
H: -2.833 -2.487 1.708
C: -2.632 4.030 0.057
F: -0.777 -8.016 -2.361
C: -0.445 -3.964 -1.441
Cl: 1.697 0.524 2.834
H: 1.275 4.932 -0.110
C: -0.649 -6.718 -2.069
Br: -1.255 -0.229 -4.250
C: 0.700 -0.686 3.642
H: 0.856 0.699 -5.101
H: -6.240 -2.030 -0.699
C: 2.249 3.144 -0.024
C: 4.509 2.268 -0.098
N: 1.177 3.948 0.058
Cl: -0.123 -1.646 2.398
C: -4.880 -0.445 -0.826
H: -4.987 -3.420 0.818
H: -2.932 -0.925 -1.603
H: 0.248 3.557 0.041
C: -0.621 -6.300 -0.751
H: -5.344 0.137 -0.030
H: 1.293 -3.097 0.301
H: 0.190 1.696 -3.754
H: 5.573 2.114 -0.130
H: -3.086 0.702 -0.953
C: -2.494 3.048 1.212
S: 3.839 3.848 -0.176
C: 3.531 1.339 0.023
H: 5.957 -0.232 0.232
O: -2.286 3.583 -2.333
C: -4.724 -2.369 0.697
C: -2.076 3.313 -1.167
O: -0.920 1.151 1.449
C: -1.281 2.208 -0.630
O: -3.053 5.157 0.108
O: -0.525 1.392 -1.285
H: 2.614 -4.161 0.624
C: -0.450 -4.432 -2.763
C: -3.359 -0.336 -0.785
F: -0.590 -6.161 -4.356
C: -0.526 -4.952 -0.455
N: 2.250 -3.226 0.621
N: -2.774 -0.822 0.454
N: 2.232 1.837 0.054
H: -0.049 -0.182 4.242
C: 3.089 -2.190 0.436
F: -0.358 -3.559 -3.765
C: -0.559 -5.773 -3.079
H: -2.998 -0.205 1.230
C: 3.766 -0.094 0.167
F: -0.527 -4.584 0.839
H: 1.325 -1.346 4.231
F: -0.710 -7.200 0.237
C: 0.399 0.699 -4.121

=====

(5)
C23H21Br2N4O2S2Se3TeY as an isolated structure at a distorted geometry. Source: the OMol25 dataset; level of theory: wB97M-V/def2-TZVPD.

The energy above the lowest of the compared OMol25 structures with the same formula, charge and spin is 1.253 eV. Its net charge is -2. The spin multiplicity is 1. The LUMO energy comes out at 3.67 eV. The HOMO-LUMO gap comes out at 0.14026 Ha.

Geometry (Å):
H: 1.414 -2.659 3.923
H: -0.200 -2.576 -3.508
C: -1.196 5.804 1.131
H: 1.414 -3.843 -0.031
H: -2.724 4.421 1.606
C: 3.296 -1.961 -2.102
H: -3.930 -1.886 -3.246
C: 1.076 -1.788 -0.466
H: 0.554 6.905 0.427
H: -3.429 -0.215 -1.096
S: -2.685 1.621 3.733
Se: -4.441 1.878 2.549
Te: -5.479 -0.429 2.618
H: -2.392 -3.786 -2.896
C: 3.590 -1.074 1.859
H: 3.428 -4.015 -1.501
C: 0.166 5.932 0.711
Se: -3.902 2.016 0.334
Se: -3.691 -1.810 1.661
C: 1.766 -2.988 -0.593
N: -2.963 -0.595 -1.917
S: -1.291 1.491 -1.758
C: -0.183 -1.762 0.398
C: 0.436 3.543 1.068
Br: 4.140 -3.568 3.142
H: 3.239 0.767 0.861
Br: 4.809 -2.097 -3.265
H: 4.559 -1.218 1.397
C: -1.188 -2.110 -3.519
H: 0.074 -0.671 3.397
H: 1.015 0.276 -1.036
C: 1.069 -0.777 2.975
O: -0.827 -0.653 0.409
C: 2.840 0.049 1.565
H: -1.842 6.667 1.221
C: 2.636 -0.750 -1.987
C: 2.884 -3.085 -1.409
C: 0.950 4.833 0.663
C: 1.547 0.247 2.114
N: -0.950 3.412 1.311
Y: -1.430 1.179 1.351
C: -2.110 -2.799 -2.527
C: -1.804 -0.045 -2.269
H: -1.612 -2.925 -1.568
H: -1.594 -2.198 -4.534
C: 1.528 -0.671 -1.156
N: 0.739 1.305 1.872
N: -1.050 -0.697 -3.182
C: -3.347 -1.940 -2.318
H: -3.967 -2.355 -1.524
H: -0.174 -0.246 -3.379
H: 2.309 2.571 1.106
C: 1.242 2.463 1.273
C: 3.081 -2.034 2.715
C: -1.672 4.543 1.367
H: 1.986 4.881 0.343
O: -0.516 -2.808 0.941
H: 2.984 0.122 -2.527
C: 1.816 -1.893 3.273

=====

(6)
C23H21Cl2NPRh as an isolated structure at a distorted geometry. Source: the OMol25 dataset; level of theory: wB97M-V/def2-TZVPD.

The energy above the lowest of the compared OMol25 structures with the same formula, charge and spin is 0.243 eV. Its net charge is +2. The spin multiplicity is 5. The LUMO energy (spin up / spin down) comes out at -6.07 / -10.95 eV. The HOMO-LUMO gap (spin up / spin down) comes out at 0.32902 / 0.15257 Ha.

Geometry (Å):
H: 2.260 2.563 -1.572
Cl: 5.115 -1.870 -3.251
H: -2.792 -3.980 2.711
H: -0.365 4.599 1.826
H: 0.827 2.416 1.418
C: 4.244 0.680 -3.628
C: -0.592 -1.435 2.121
N: 2.797 0.605 -1.304
Cl: 3.566 1.723 1.314
H: 0.315 -2.805 -0.458
H: -4.160 2.504 1.795
H: -1.854 -3.740 4.997
H: -1.980 -2.568 0.870
C: -0.285 2.478 1.491
C: -3.077 2.505 1.701
C: -0.623 -2.649 -2.396
C: 3.512 1.776 -3.212
C: -1.602 -0.177 -1.489
C: -0.304 -2.194 -1.114
Rh: 1.729 0.651 0.410
C: 4.224 -0.473 -2.844
H: 3.469 2.700 -3.767
C: -0.532 -2.116 4.446
C: -0.762 -0.943 -0.681
H: -0.423 2.001 -2.547
H: -2.861 4.631 1.944
C: -2.336 3.690 1.801
H: -2.470 0.034 -3.434
H: -0.401 2.490 -1.951
P: -0.108 -0.219 0.849
H: -0.111 -2.031 5.442
C: -1.879 -0.613 -2.788
C: -2.426 1.294 1.462
C: -1.384 -1.841 -3.251
H: -2.973 0.349 1.407
C: -0.059 -1.297 3.419
C: 3.461 -0.503 -1.664
H: -1.588 -2.155 -4.279
H: 3.395 -1.374 -1.014
C: -1.566 -2.413 1.873
H: 0.712 -0.553 3.628
C: -1.034 1.316 1.303
H: -1.981 0.776 -1.124
H: -0.258 -3.620 -2.726
H: 4.832 0.684 -4.547
C: -1.511 -3.083 4.196
C: -2.024 -3.229 2.910
C: 2.810 1.731 -2.011
C: -0.948 3.684 1.719

=====

(7)
C23H21ClFeN as an isolated structure at a distorted geometry. Source: the OMol25 dataset; level of theory: wB97M-V/def2-TZVPD.

Its net charge is -1. The spin multiplicity is 5. The LUMO energy (spin up / spin down) comes out at 2.59 / 2.59 eV. The HOMO-LUMO gap (spin up / spin down) comes out at 0.12050 / 0.20795 Ha.

Geometry (Å):
C: -6.049 4.191 2.965
H: 0.864 -2.381 1.086
C: -7.557 1.364 3.158
H: -3.630 0.655 1.139
H: -1.438 -2.369 7.573
C: -6.218 1.115 2.689
C: 0.377 1.000 1.027
C: -1.747 -0.174 1.188
H: -4.165 3.513 5.714
C: -6.247 0.857 5.030
H: -1.553 1.981 1.046
Cl: 2.761 -0.265 1.053
C: -3.354 -1.900 6.675
H: -3.358 1.146 3.213
H: -0.159 -0.875 6.032
H: -8.447 1.279 5.244
H: -3.610 -0.993 1.557
C: -3.967 0.482 3.824
H: -5.103 -1.321 5.563
H: -5.869 1.081 1.661
H: 0.949 1.923 0.985
H: -5.917 0.615 6.036
C: -6.331 4.048 5.295
H: -1.350 0.447 4.295
C: -1.243 -0.956 5.939
H: -6.755 4.148 6.290
C: -1.900 -0.222 4.961
H: -3.835 3.698 3.012
C: -4.950 3.710 4.989
C: -1.961 -1.796 6.805
C: 1.049 -0.232 1.060
H: -3.919 -2.542 7.353
Fe: -6.222 2.539 4.028
C: -3.315 -0.309 4.809
C: 0.328 -1.436 1.093
H: -1.638 -2.338 1.191
N: -3.094 -0.123 1.510
H: -6.225 4.409 1.915
C: -4.024 -1.195 5.682
H: -8.030 4.707 3.942
C: -7.573 1.209 4.601
C: -1.067 -1.409 1.149
C: -4.775 3.800 3.548
H: -8.422 1.572 2.533
C: -5.378 0.737 3.840
C: -7.009 4.347 4.044
C: -1.020 1.028 1.060

=====

(8)
C23H21CoN2O8S as an isolated structure. Source: the OMol25 dataset; level of theory: wB97M-V/def2-TZVPD.

The energy above the lowest of the compared OMol25 structures with the same formula, charge and spin is 0.000 eV. The spin multiplicity is 5. The LUMO energy (spin up / spin down) comes out at -0.15 / -0.16 eV. The HOMO-LUMO gap (spin up / spin down) comes out at 0.20697 / 0.31420 Ha.

Geometry (Å):
C: 4.100 -1.375 -3.627
H: -2.628 2.040 -1.082
S: 0.328 1.643 -2.364
O: 0.222 -1.660 -2.180
C: -1.275 1.957 0.531
H: 4.529 -0.399 -3.818
C: -0.505 2.682 -7.219
H: 5.769 -2.451 -4.458
H: -0.763 3.444 1.546
O: -2.177 0.086 -0.707
H: -3.053 -1.754 -0.602
H: 1.216 -6.543 0.577
H: 2.343 -0.556 -2.733
O: -1.567 3.108 1.119
Co: 0.033 -0.242 -0.794
O: 3.395 -2.495 0.448
H: 4.747 -4.669 -4.028
H: -1.405 3.257 -6.995
H: 2.553 -4.847 -2.979
C: -0.785 -6.005 0.021
H: -1.246 -6.804 0.587
H: -1.596 -3.355 -1.924
H: -3.535 -0.653 0.700
H: 0.137 -0.904 -3.443
H: -0.208 -1.711 -5.639
N: -0.137 2.031 -4.941
O: -0.176 1.449 0.585
N: -0.019 -0.200 -4.257
H: -0.585 2.266 -8.221
C: 4.799 -2.523 -3.984
C: -0.205 -0.637 -5.506
C: 4.226 -3.766 -3.732
C: 2.769 -1.563 0.190
C: 1.189 -4.829 -0.698
H: 0.336 3.373 -7.175
H: 2.261 -4.697 -0.647
C: -0.369 0.255 -6.526
C: -0.985 -4.065 -1.382
O: -0.420 -1.415 0.729
H: -0.517 -0.074 -7.542
C: -1.571 -5.098 -0.677
H: -2.650 -5.191 -0.657
C: 2.992 -3.870 -3.122
C: 0.026 1.125 -3.965
C: 0.596 -5.861 0.009
O: -2.082 -2.367 1.902
C: -1.645 -1.656 1.017
H: -3.329 1.401 0.414
C: 2.860 -1.464 -3.021
C: 2.273 -2.718 -2.730
O: 2.158 -0.601 -0.052
C: -2.448 1.380 -0.230
C: 0.409 -3.910 -1.415
C: 0.977 -2.767 -2.112
C: -2.696 -1.001 0.099
C: -0.329 1.617 -6.183

=====

Number 1: DFT total energy -106952.95707 eV. Number 2: DFT total energy -198165.67764 eV. Number 3: DFT total energy -60973.53916 eV. Number 4: DFT total energy -273916.43938 eV. Number 5: DFT total energy -400386.34141 eV. Number 6: DFT total energy -63003.78149 eV. Number 7: DFT total energy -72586.28445 eV. Number 8: DFT total energy -92016.42254 eV.